Entry 1:
A cluster of 2 separate species, C9H14O in total at a distorted geometry. Source: the OMol25 dataset; level of theory: ωB97M-V/def2-TZVPD.

Output
E_HOMO, eV: -8.2
Total charge: 0
Energy relative to the best compared isomer or geometry (same formula, charge and spin), kcal per mole: 41.87
DFT total energy, eV: -11605.8211
Structure (SMILES): Cc1ccc(O)cc1.CC
HOMO-LUMO gap, eV: 9.071

Structure (XYZ):
```
24
Properties=species:S:1:pos:R:3:forces:R:3:lowdin_charge:R:1
C 1.647 -0.521 3.121 -4.0 -0.7 0.6 -0.136
C 0.765 -1.436 2.149 1.0 0.0 0.1 -0.164
H 1.946 -1.142 4.030 0.4 1.1 -1.6 0.080
H 2.326 0.035 2.505 1.0 -0.1 0.3 0.037
H 0.886 0.221 3.507 1.1 -0.4 0.0 0.059
H -0.215 -1.181 1.791 -0.5 1.6 0.2 0.029
H 0.476 -2.368 2.611 0.8 -0.7 0.1 0.047
H 1.300 -1.537 1.207 0.2 -0.8 0.1 0.048
C -2.074 1.171 0.511 0.3 0.4 0.6 -0.070
C -0.830 -0.347 -2.775 0.1 1.3 1.1 -0.024
C 0.512 -0.142 -2.552 1.1 -1.2 0.3 -0.333
C -1.721 0.114 -1.817 0.4 -0.3 1.3 -0.032
C -1.242 0.772 -0.681 0.5 1.1 0.0 -0.279
C 1.059 0.480 -1.400 -2.2 1.7 -1.7 -0.014
C 0.125 1.162 -0.638 -0.6 -1.2 0.4 -0.059
O 1.286 -0.778 -3.480 2.6 1.0 -1.0 0.006
H -1.127 -0.733 -3.712 -0.3 -0.7 -0.7 0.108
H -2.764 -0.151 -1.864 -0.3 0.1 -0.1 0.109
H 2.019 0.925 -1.364 1.3 -0.5 -0.2 0.097
H 2.180 -0.322 -3.634 -2.0 -0.9 0.6 0.147
H -3.013 0.671 0.537 -0.5 -1.5 0.3 0.053
H -2.549 2.157 0.443 1.1 0.6 0.2 0.078
H 0.479 1.948 0.031 -0.3 -0.5 0.3 0.117
H -1.472 1.001 1.476 -1.2 0.5 -1.4 0.098
```
Forces are in eV/Å.


Entry 2:
A cluster of 2 separate species, C9H14O in total at a distorted geometry. Source: the OMol25 dataset; level of theory: ωB97M-V/def2-TZVPD.

Output
E_HOMO, eV: -8.2
Total charge: 0
Energy relative to the best compared isomer or geometry (same formula, charge and spin), kcal per mole: 52.85
DFT total energy, eV: -11605.3450
Structure (SMILES): Cc1ccc(O)cc1.CC
HOMO-LUMO gap, eV: 9.009

Structure (XYZ):
```
24
Properties=species:S:1:pos:R:3:forces:R:3:lowdin_charge:R:1
C -0.909 1.108 2.790 -2.1 0.6 -1.0 -0.071
C 1.108 2.367 -0.154 3.7 -4.1 -0.4 -0.004
C 2.027 1.167 -0.230 -1.3 3.6 -3.0 -0.234
C 0.224 2.255 0.837 -3.8 3.4 2.8 -0.098
C -0.099 1.089 1.561 2.7 -1.7 -1.2 -0.287
C 1.658 -0.040 0.298 1.3 -0.1 -0.8 -0.067
C 0.592 -0.082 1.163 -1.1 2.5 0.5 -0.058
O 3.046 1.455 -1.185 -0.5 -1.4 0.9 -0.012
H 1.274 3.085 -0.939 -0.1 0.6 0.5 0.109
H -0.379 3.248 1.204 1.2 -2.4 -1.2 0.160
H 2.213 -0.928 -0.017 -0.2 0.1 0.3 0.121
H 3.453 0.658 -1.583 -0.5 0.4 0.6 0.106
H -0.339 1.194 3.667 1.2 1.8 1.1 0.063
H -1.337 0.193 3.181 -0.8 -0.8 -1.3 0.076
H 0.224 -0.969 1.554 -0.3 -1.8 0.8 0.088
H -1.695 1.881 2.554 0.6 -0.7 1.4 0.100
C -2.080 -2.537 -1.635 0.2 1.9 1.3 -0.164
C -0.740 -1.925 -2.091 0.6 0.0 1.2 -0.174
H -2.191 -2.257 -0.514 -0.2 -1.1 -1.8 0.090
H -2.905 -2.043 -2.175 0.2 -0.3 0.3 0.058
H -2.094 -3.578 -1.887 -0.3 -0.7 0.5 0.042
H -0.924 -1.093 -2.773 0.6 -0.3 -0.2 0.065
H -0.001 -2.669 -2.382 -0.4 -0.2 -1.3 0.056
H -0.124 -1.580 -1.241 -0.8 0.6 0.0 0.033
```
Forces are in eV/Å.


Entry 3:
A cluster of 2 separate species, C9H14O in total at a distorted geometry. Source: the OMol25 dataset; level of theory: ωB97M-V/def2-TZVPD.

Output
E_HOMO, eV: -8.6
Total charge: 0
Energy relative to the best compared isomer or geometry (same formula, charge and spin), kcal per mole: 51.75
DFT total energy, eV: -11605.3929
Structure (SMILES): Cc1ccc(O)cc1.CC
HOMO-LUMO gap, eV: 9.532

Structure (XYZ):
```
24
Properties=species:S:1:pos:R:3:forces:R:3:lowdin_charge:R:1
C 2.887 1.124 1.226 2.5 -2.7 0.3 -0.059
C -0.157 -1.291 -0.333 -3.0 -1.4 -1.1 -0.283
C 0.543 -0.471 -1.204 -0.3 -0.6 2.0 -0.027
C -0.022 -1.381 1.024 1.4 0.8 -2.3 -0.034
C 1.472 0.398 -0.645 -0.7 -1.6 0.2 -0.040
C 1.040 -0.675 1.456 0.7 2.0 3.9 -0.049
C 1.778 0.267 0.707 0.3 -0.7 -1.4 -0.271
O -1.334 -2.007 -0.736 3.6 -2.3 2.2 0.039
H 0.361 -0.558 -2.230 -0.3 0.2 -1.4 0.104
H -1.756 -1.420 -1.251 -2.8 2.9 -3.2 -0.010
H -0.743 -1.922 1.555 -0.6 -0.7 1.0 0.115
H 1.899 1.078 -1.332 0.9 0.8 -0.2 0.103
H 1.027 -0.635 2.586 1.1 0.1 -1.1 0.136
H 2.392 1.807 1.787 -0.8 2.5 2.2 0.033
H 3.478 1.655 0.474 -0.4 -0.3 -0.1 0.078
H 3.672 0.544 1.884 -1.7 1.0 -1.1 0.124
C -2.778 1.233 -1.257 2.1 -4.8 4.8 -0.124
C -2.208 1.866 -0.005 -1.1 1.0 0.5 -0.146
H -3.588 0.628 -0.797 0.4 -0.4 -0.7 0.085
H -3.250 1.712 -1.961 -1.9 3.4 -3.9 0.001
H -1.986 0.529 -1.613 -0.9 0.7 -0.4 0.057
H -3.008 2.013 0.765 0.9 -0.6 -0.3 0.087
H -1.827 2.837 -0.112 0.4 1.7 -0.7 0.039
H -1.321 1.364 0.318 0.1 -0.9 0.7 0.043
```
Forces are in eV/Å.


Entry 4:
A cluster of 2 separate species, C9H14O in total at a distorted geometry. Source: the OMol25 dataset; level of theory: ωB97M-V/def2-TZVPD.

Output
E_HOMO, eV: -8.5
Total charge: 0
Energy relative to the best compared isomer or geometry (same formula, charge and spin), kcal per mole: 40.91
DFT total energy, eV: -11605.8628
Structure (SMILES): Cc1ccc(O)cc1.CC
HOMO-LUMO gap, eV: 9.313

Structure (XYZ):
```
24
Properties=species:S:1:pos:R:3:forces:R:3:lowdin_charge:R:1
C -2.316 -3.117 -1.156 -0.1 0.0 -0.2 -0.169
C -1.592 -1.817 -1.087 2.5 1.4 1.8 -0.192
H -2.047 -3.695 -0.311 0.4 -0.9 0.7 0.050
H -3.376 -3.000 -1.078 -0.8 0.1 -0.2 0.056
H -2.053 -3.667 -2.058 -0.2 0.0 0.0 0.070
H -0.770 -1.794 -1.792 0.2 0.1 -0.3 0.057
H -1.064 -1.560 -0.090 -0.8 -1.0 -1.2 0.090
H -2.109 -0.890 -1.190 -1.1 0.4 -0.7 0.041
C -0.482 1.807 2.465 2.7 -1.4 -0.4 -0.031
C 0.627 1.217 -1.157 -0.9 -0.4 4.0 0.017
C -0.194 1.316 0.034 3.0 -0.2 -1.4 -0.042
C 1.942 0.839 -0.921 -0.1 0.5 -1.4 -0.330
C 0.372 1.177 1.296 -2.7 0.9 1.0 -0.261
C 2.400 0.473 0.348 1.9 0.1 -0.9 -0.035
C 1.617 0.616 1.468 -0.6 0.4 -1.0 -0.059
O 2.771 0.898 -2.059 3.3 1.2 2.4 -0.038
H 0.232 1.568 -2.063 -0.1 0.0 -1.3 0.098
H -1.195 1.610 0.001 -1.4 0.6 -0.4 0.087
H 3.718 1.263 -1.702 -3.4 -1.5 -1.5 0.177
H 3.498 0.280 0.417 -1.0 -0.3 0.1 0.126
H 0.012 1.577 3.434 -1.3 -0.8 -0.2 0.085
H -1.526 1.766 2.265 -1.0 -1.0 0.6 0.060
H 1.883 0.286 2.429 0.9 0.0 1.1 0.098
H -0.347 2.845 2.507 0.7 1.9 -0.7 0.046
```
Forces are in eV/Å.


Entry 5:
A cluster of 2 separate species, C9H14O in total at a distorted geometry. Source: the OMol25 dataset; level of theory: ωB97M-V/def2-TZVPD.

Output
E_HOMO, eV: -8.3
Total charge: 0
Energy relative to the best compared isomer or geometry (same formula, charge and spin), kcal per mole: 12.09
DFT total energy, eV: -11607.1123
Structure (SMILES): Cc1ccc(O)cc1.CC
HOMO-LUMO gap, eV: 9.202

Structure (XYZ):
```
24
Properties=species:S:1:pos:R:3:forces:R:3:lowdin_charge:R:1
C -1.075 2.307 0.549 0.2 -1.2 0.3 -0.175
C -1.353 3.717 0.992 0.5 1.0 0.3 -0.170
H 0.004 2.132 0.570 0.0 0.1 -0.1 0.052
H -1.470 1.538 1.222 -0.1 0.3 0.1 0.062
H -1.395 1.975 -0.442 -0.2 0.6 -0.1 0.074
H -2.382 4.080 0.983 0.0 -0.3 -0.2 0.063
H -0.736 4.414 0.424 -0.3 0.1 -0.4 0.060
H -0.977 3.914 2.005 -0.2 -0.5 0.0 0.066
C -0.029 -2.015 -2.857 -0.6 -0.6 1.5 -0.053
C 1.377 -0.755 -1.172 0.9 0.3 1.3 -0.049
C 0.251 -1.479 -1.458 -1.0 -0.2 -1.4 -0.298
C 1.569 -0.220 0.114 -0.8 -0.5 -0.8 -0.031
C 0.588 -0.430 1.057 -0.8 0.1 0.3 -0.358
C -0.747 -1.698 -0.498 1.1 0.4 1.4 -0.038
C -0.566 -1.197 0.793 0.6 0.0 -1.0 -0.007
O 0.626 0.184 2.275 -0.6 -0.8 0.5 0.035
H 2.225 -0.623 -1.839 -0.5 -0.1 -0.5 0.113
H 2.414 0.413 0.310 0.3 0.1 0.2 0.111
H -1.046 -1.729 -3.143 0.4 0.5 -0.5 0.078
H -0.184 -3.084 -2.676 0.6 -0.2 -0.7 0.077
H -1.603 -2.329 -0.694 -0.1 0.1 -0.3 0.113
H 1.280 0.865 2.275 0.8 0.6 0.0 0.087
H -1.303 -1.359 1.565 0.0 0.1 0.1 0.115
H 0.758 -1.773 -3.561 -0.2 -0.2 -0.2 0.073
```
Forces are in eV/Å.


Entry 6:
A cluster of 2 separate species, C9H14O in total at a distorted geometry. Source: the OMol25 dataset; level of theory: ωB97M-V/def2-TZVPD.

Output
E_HOMO, eV: -8.9
Total charge: 0
Energy relative to the best compared isomer or geometry (same formula, charge and spin), kcal per mole: 23.08
DFT total energy, eV: -11606.6361
Structure (SMILES): Cc1ccccc1.CCO
HOMO-LUMO gap, eV: 9.811

Structure (XYZ):
```
24
Properties=species:S:1:pos:R:3:forces:R:3:lowdin_charge:R:1
C -1.465 1.830 -0.218 1.0 2.0 0.3 -0.285
C -2.000 1.028 -1.371 -0.7 -1.7 0.0 -0.079
O -0.445 2.761 -0.670 0.1 0.3 -0.3 -0.112
H -2.244 2.409 0.287 -0.2 -0.1 -0.1 0.105
H -0.854 1.414 0.586 -0.7 -1.3 -0.2 0.095
H -3.039 0.683 -1.254 0.1 0.4 0.4 0.073
H -0.817 3.588 -0.990 -0.2 -0.2 0.0 0.071
H -1.489 0.071 -1.525 0.5 0.3 0.0 0.059
H -2.001 1.564 -2.313 0.3 0.4 0.0 0.074
C 0.637 -0.633 2.670 -0.8 -0.1 0.3 -0.058
C 0.765 -0.930 1.208 1.6 1.2 -2.0 -0.278
C 0.162 -1.944 0.455 -0.6 -0.5 2.6 -0.075
C 1.692 -0.143 0.477 -0.4 -0.8 0.6 -0.059
C 0.479 -2.236 -0.842 0.0 1.2 -1.0 -0.102
C 1.948 -0.344 -0.877 -0.3 0.6 0.2 -0.085
C 1.283 -1.338 -1.570 -0.6 -1.4 0.5 -0.094
H 0.228 -1.499 3.191 0.2 0.0 0.2 0.076
H -0.016 0.211 2.927 -0.3 -0.1 -0.5 0.077
H -0.544 -2.544 1.034 0.1 -0.3 -0.4 0.110
H 2.239 0.610 1.031 0.0 0.1 -0.2 0.109
H 0.015 -3.055 -1.376 -0.1 0.0 0.2 0.100
H 2.624 0.364 -1.326 0.1 -0.1 -0.4 0.100
H 1.259 -1.559 -2.631 0.8 0.5 -0.1 0.099
H 1.584 -0.309 3.095 0.2 -0.5 0.0 0.077
```
Forces are in eV/Å.


Entry 7:
A cluster of 2 separate species, C9H14O in total at a distorted geometry. Source: the OMol25 dataset; level of theory: ωB97M-V/def2-TZVPD.

Output
E_HOMO, eV: -8.3
Total charge: 0
Energy relative to the best compared isomer or geometry (same formula, charge and spin), kcal per mole: 39.11
DFT total energy, eV: -11605.9409
Structure (SMILES): Cc1ccc(O)cc1.CC
HOMO-LUMO gap, eV: 9.154

Structure (XYZ):
```
24
Properties=species:S:1:pos:R:3:forces:R:3:lowdin_charge:R:1
C -3.704 1.475 0.549 -1.1 -1.0 -3.1 -0.180
C -2.236 0.976 0.391 -0.3 3.6 -0.6 -0.158
H -4.231 1.105 1.399 -0.2 -0.1 0.9 0.034
H -3.839 2.556 0.430 0.6 -0.1 0.6 0.055
H -4.375 1.141 -0.357 1.3 0.1 1.5 0.089
H -1.662 1.560 1.157 -0.1 -1.1 -0.3 0.082
H -1.876 1.492 -0.572 -0.3 -1.3 1.2 0.074
H -2.035 -0.085 0.416 -0.2 0.0 0.1 0.040
C 0.932 1.834 -1.975 -0.3 2.1 1.7 -0.064
C 1.837 -0.450 0.963 -2.6 -3.6 -0.9 -0.019
C 0.898 -1.568 0.702 0.8 1.3 -0.2 -0.257
C 1.852 0.679 0.207 0.3 0.3 -0.1 -0.039
C 0.972 0.723 -0.924 0.0 1.5 -1.3 -0.288
C 0.004 -1.410 -0.347 -0.8 -0.1 0.5 -0.053
C 0.017 -0.223 -1.131 1.1 -2.9 1.7 -0.123
O 1.019 -2.685 1.543 -0.1 1.0 -0.7 0.016
H 2.514 -0.796 1.680 1.2 0.6 1.4 0.089
H 2.578 1.454 0.598 -1.0 -0.6 -1.3 0.133
H -0.857 -2.084 -0.552 1.0 0.1 0.3 0.121
H 0.338 -3.355 1.381 0.1 0.5 -0.2 0.104
H 1.188 1.654 -3.020 0.9 -0.5 0.4 0.070
H 1.511 2.683 -1.493 -0.5 -0.6 -1.3 0.089
H -0.719 -0.270 -1.898 -0.2 0.8 -0.7 0.111
H -0.117 2.202 -2.123 0.6 -0.2 0.6 0.072
```
Forces are in eV/Å.


Entry 8:
A cluster of 2 separate species, C9H14O in total at a distorted geometry. Source: the OMol25 dataset; level of theory: ωB97M-V/def2-TZVPD.

Output
E_HOMO (spin up / spin down), eV: -13.7 / -13.7
Multiplicity: 2
Total charge: +1
Energy relative to the best compared isomer or geometry (same formula, charge and spin), kcal per mole: 75.94
DFT total energy, eV: -11596.2744
HOMO-LUMO gap (spin up / spin down), eV: 9.688 / 5.534

Structure (XYZ):
```
24
Properties=species:S:1:pos:R:3:forces:R:3:lowdin_charge:R:1
C 0.278 -0.089 -2.143 -3.3 0.5 -1.1 -0.011
C 0.571 3.006 0.728 -1.0 -1.1 0.1 0.016
C 1.367 1.915 0.819 1.3 -3.8 -0.8 0.005
C -0.496 2.975 -0.188 -1.0 0.8 -4.4 0.032
C 1.206 0.759 -0.024 1.4 1.2 1.7 0.050
C -0.620 1.967 -1.169 -0.4 0.8 2.6 0.026
C 0.193 0.854 -0.967 -0.8 -1.6 -4.1 -0.233
H 0.524 3.855 1.344 0.9 0.8 1.0 0.123
H 2.142 1.656 1.482 0.9 1.1 1.3 0.110
H -0.961 3.969 -0.389 -0.2 -1.1 0.5 0.145
H 1.902 -0.155 -0.091 -1.1 1.9 0.6 0.171
H -1.309 1.831 -2.007 0.0 1.0 0.5 0.138
H 0.909 0.330 -2.893 1.2 0.3 -0.4 0.103
H -0.680 -0.200 -2.818 1.2 0.6 1.8 0.150
H 0.492 -1.093 -1.936 1.0 -1.2 0.6 0.060
C -0.207 -2.066 0.645 -0.8 2.1 3.9 -0.231
C -0.706 -3.144 1.745 3.0 3.6 -0.9 -0.015
O -1.220 -1.067 0.309 0.3 -1.1 -0.5 -0.093
H 0.704 -1.371 0.906 -1.7 -1.5 0.8 0.106
H 0.271 -2.641 -0.042 0.3 -1.4 -3.5 0.060
H -1.057 -4.037 1.384 -0.6 -2.0 -1.5 0.042
H -2.059 -1.246 0.775 0.7 -0.1 -0.4 0.102
H -1.498 -2.698 2.281 -0.4 0.5 1.4 0.056
H 0.255 -3.309 2.249 -0.8 -0.2 0.8 0.088
```
Forces are in eV/Å.